The following is a quantum chemistry calculation of the ion C2HO4S with charge -1, from the Open Molecules 2025 dataset.

Output
Spin multiplicity: 3
M in u: 121.1
HOMO level (alpha / beta) in eV: -2.2371 / -5.4378
Kohn-Sham gap (alpha / beta) in eV: 6.0 / 7.0
Net charge: -1
E_tot in eV: -21112.8473
LUMO (alpha / beta) in Ha: 0.138 / 0.056
Largest force on an atom in eV/Å: 4.0

```
8
Properties=species:S:1:pos:R:3:forces:R:3
C 0.0268 -0.3680 0.6600 0.1706 1.8763 -3.2269
C 0.6803 -1.4983 0.7979 1.0978 -1.5003 1.4003
O 0.9041 0.9590 -1.5088 0.2067 0.1055 -0.4414
O 1.4657 -2.3985 0.9077 0.2064 -0.2093 -0.7699
O -1.4197 0.2323 -1.3421 -1.2681 -0.5792 -0.5001
O -0.6475 2.1802 -0.0475 0.1622 -1.6655 -0.3779
S -0.3094 0.9003 -0.7220 1.9825 1.3312 0.9335
H -0.7002 -0.0070 1.2549 -2.5581 0.6414 2.9822
```
Positions in Å, forces in eV/Å.

The following is a quantum chemistry calculation of a cluster of 2 separate species, C2HOS2 in total, from the Open Molecules 2025 dataset.

Output
Spin multiplicity: 1
M in u: 105.2
HOMO level (alpha / beta) in eV: -2.2188 / -2.2182
Kohn-Sham gap (alpha / beta) in eV: 5.8 / 5.8
Net charge: -1
E_tot in eV: -25807.1003
LUMO (alpha / beta) in Ha: 0.132 / 0.132
Largest force on an atom in eV/Å: 3.2

```
6
Properties=species:S:1:pos:R:3:forces:R:3
C -0.9988 -0.2676 -0.3319 2.2806 -0.1867 2.0387
C 0.9958 0.5409 0.5709 -2.6607 -0.0972 1.7807
O 0.8575 1.0919 1.6098 -0.1714 0.4408 -0.5493
S 1.9659 -0.2701 -0.3641 1.7740 -0.9945 -1.7564
S -1.8856 0.2417 -1.5513 -0.7125 -0.0677 -0.6792
H -0.9348 -1.3368 0.0666 -0.5100 0.9053 -0.8344
```
Positions in Å, forces in eV/Å.

The following is a quantum chemistry calculation of a structure of composition C2INO3, from the Open Molecules 2025 dataset.

Output
Spin multiplicity: 1
M in u: 212.9
HOMO level in eV: -2.0829
Kohn-Sham gap in eV: 7.2
Net charge: -2
E_tot in eV: -17806.5402
LUMO in Ha: 0.186
Largest force on an atom in eV/Å: 6.7

```
7
Properties=species:S:1:pos:R:3:forces:R:3
C 0.1152 -0.0058 0.0684 0.4625 1.7644 4.4557
C 3.2284 -0.3882 -0.0550 6.5813 1.2924 -0.2336
N 2.1393 -0.7516 -0.0378 -0.0738 -0.5378 -0.2242
O -0.2790 -0.1909 -0.9794 -0.9768 -0.8471 -3.0941
O 0.2283 0.3676 1.1864 -0.3810 -0.5020 -1.0784
O 5.0531 0.0254 -0.1089 -5.5332 -1.1767 0.1750
I -10.4854 0.9436 -0.0737 -0.0790 0.0068 -0.0004
```
Positions in Å, forces in eV/Å.

The following is a quantum chemistry calculation of a cluster of 2 separate species, C2INO3 in total, from the Open Molecules 2025 dataset.

Output
Spin multiplicity: 1
M in u: 212.9
HOMO level in eV: -10.2826
Kohn-Sham gap in eV: 8.7
Net charge: 0
E_tot in eV: -17806.3858
LUMO in Ha: -0.057
Largest force on an atom in eV/Å: 3.1

```
7
Properties=species:S:1:pos:R:3:forces:R:3
O -1.9266 1.2318 0.8764 0.2498 0.2300 -0.5033
C -1.2405 0.6871 0.1170 -0.5216 -0.6923 0.2371
N -0.4387 -0.0100 -0.4875 -1.1379 0.1799 -1.6946
I -0.4335 -0.8318 -2.3676 -0.3953 0.5392 0.6543
O 1.9261 -0.7361 -0.3283 -0.2162 -0.1722 0.9181
C 1.2629 -0.3801 0.5694 0.6103 1.3860 2.7110
O 0.8503 0.0391 1.6206 1.4109 -1.4706 -2.3227
```
Positions in Å, forces in eV/Å.